DFT (ωB97M-V with the def2-TZVPD basis set) results for a structure of composition C36H46N11O3S2SiTl.

Element x y z (Å)
Tl (-0.8833, -0.3033, 0.9373)
C (0.9264, -5.7221, -0.2445)
N (1.0393, -4.3346, 0.1736)
C (0.3278, -3.2759, -0.2127)
N (0.7780, -2.1919, 0.3960)
C (1.8025, -2.6610, 1.1545)
N (1.9985, -3.9504, 1.0405)
C (1.5249, -6.0149, -1.6016)
C (1.4824, -7.3269, -2.0660)
C (2.0260, -7.6558, -3.2968)
C (2.6153, -6.6783, -4.0831)
C (2.6541, -5.3681, -3.6228)
C (2.1133, -5.0369, -2.3824)
C (3.2856, -4.3384, -4.4406)
N (4.0886, -4.4799, -5.4355)
N (4.4223, -3.2038, -5.8571)
C (3.7993, -2.3893, -5.0823)
O (3.0470, -3.0310, -4.1517)
C (3.8236, -0.9302, -5.0890)
C (4.8233, -0.2728, -5.7941)
C (4.8560, 1.1128, -5.7958)
C (3.9010, 1.8318, -5.0977)
C (2.8921, 1.1746, -4.3973)
C (1.8783, 2.0384, -3.6813)
N (0.8196, 1.3234, -2.9834)
C (0.8785, 0.5186, -1.9209)
N (-0.3364, 0.0959, -1.6130)
C (-1.1200, 0.6766, -2.5581)
N (-0.4608, 1.4246, -3.4064)
C (2.8526, -0.2079, -4.3965)
H (-0.1308, -5.9911, -0.2283)
H (1.4292, -6.3026, 0.5274)
H (-0.4989, -3.3351, -0.9021)
H (2.3987, -2.0405, 1.8023)
H (1.0251, -8.0986, -1.4577)
H (1.9889, -8.6783, -3.6463)
H (3.0463, -6.9171, -5.0454)
H (2.1760, -4.0134, -2.0367)
H (5.5639, -0.8518, -6.3281)
H (5.6316, 1.6333, -6.3404)
H (3.9337, 2.9153, -5.1057)
H (1.3597, 2.6786, -4.3935)
H (2.3849, 2.6867, -2.9617)
H (1.7911, 0.2671, -1.4049)
H (-2.1877, 0.5481, -2.6134)
H (2.0711, -0.7473, -3.8776)
C (-0.8548, -3.8160, 4.2397)
Si (-1.1949, -1.9939, 4.0339)
C (-2.8730, -1.6192, 4.8123)
C (0.1434, -1.0092, 4.9029)
O (-1.1551, -1.8195, 2.3836)
H (-0.8389, -4.0661, 5.3048)
H (0.1152, -4.0784, 3.8147)
H (-1.6194, -4.4282, 3.7617)
H (-3.0118, -2.2694, 5.6793)
H (-3.6829, -1.8230, 4.1095)
H (-2.9668, -0.5891, 5.1596)
H (0.0766, -1.1595, 5.9837)
H (0.0938, 0.0642, 4.7152)
H (1.1308, -1.3402, 4.5763)
C (-2.5015, 4.5194, -2.7077)
C (-1.7607, 4.8055, -1.3939)
C (-0.3337, 5.2929, -1.6796)
C (-2.5229, 5.8295, -0.5452)
C (-1.6680, 3.5413, -0.6443)
N (-1.6208, 2.5248, -0.1081)
H (-2.5616, 5.4420, -3.2853)
H (-3.5145, 4.1653, -2.5185)
H (-1.9735, 3.7726, -3.3013)
H (-0.3815, 6.2253, -2.2416)
H (0.2149, 4.5621, -2.2760)
H (0.2146, 5.4810, -0.7551)
H (-2.5506, 6.7796, -1.0783)
H (-2.0338, 5.9919, 0.4160)
H (-3.5483, 5.5062, -0.3684)
N (-5.9874, 2.3294, 6.7301)
C (-4.8957, 2.8711, 6.2630)
S (-4.2028, 4.2685, 6.9081)
C (-4.2248, 2.2875, 5.0854)
C (-4.9868, 1.7782, 4.0358)
C (-4.3137, 1.2161, 2.9622)
N (-2.9883, 1.1337, 2.8987)
C (-2.2716, 1.6413, 3.8922)
C (-2.8358, 2.2413, 5.0110)
H (-6.5038, 2.7216, 7.5065)
H (-6.3089, 1.4438, 6.3593)
H (-6.0673, 1.8350, 4.0280)
H (-4.8668, 0.7979, 2.1302)
H (-1.1964, 1.5451, 3.8028)
H (-2.2073, 2.5913, 5.8189)
C (0.6684, 3.6353, 2.5349)
S (1.8010, 2.3192, 2.0829)
C (2.0548, 2.8219, 0.3799)
O (0.9698, 1.0631, 2.0324)
H (1.1760, 4.5941, 2.4352)
H (0.3984, 3.4815, 3.5778)
H (-0.2093, 3.5781, 1.8910)
H (2.4529, 3.8359, 0.3605)
H (1.1000, 2.7593, -0.1437)
H (2.7858, 2.1415, -0.0528)

Forces on atoms 1 to 3 (eV/Å):
Tl 0.2 0.0 0.0
C 0.0 0.0 0.0
N 0.0 0.1 0.0

Output
**Spin multiplicity**: 1
**Total charge**: +2
**HOMO energy (alpha / beta)**: -11.8 / -11.8 eV
**Relative energy (zero: lowest compared OMol25 entry of this formula, charge and spin)**: 74.66 kcal/mol
**HOMO-LUMO gap (alpha / beta)**: 2.4 / 5.1 eV

Atom charges from the Löwdin analysis, given in e for atoms 1 to 2: atom 1 (Tl): 0.9882, atom 2 (C): -0.0659